The following is a DFT calculation (ωB97M-V/def2-TZVPD) of C6H7F2I in the gas phase at a distorted geometry.

Output
SMILES = CC(=C1CC1)C(F)(F)I
DFT total energy = -19868.3882 eV
HOMO-LUMO gap = 9.501 eV
net charge = 0
E_HOMO = -9.3102 eV

Atoms and positions in Å:
C1 0.0023 0.3561 -0.4413
C2 0.5232 -0.8589 -0.6503
C3 -0.7425 1.4576 -1.0989
C4 -0.2956 1.5776 0.3935
C5 0.9454 -1.8263 0.3533
C6 0.4393 -1.5194 -2.1194
F1 0.4806 -2.8093 -2.0269
F2 -0.6445 -1.1925 -2.7499
I1 2.0875 -0.8923 -3.4959
H1 -0.1868 1.9066 -1.8410
H2 -1.7504 1.3008 -1.3929
H3 -1.0729 1.5197 1.1775
H4 0.5818 2.2942 0.6083
H5 0.2187 -2.1681 0.9936
H6 1.6501 -2.6315 -0.0096
H7 1.6476 -1.2039 1.0266

Cartesian forces (eV/Å) of the 3 atoms listed first:
-0.19 -0.19 -0.13
-1.60 0.30 -2.50
0.76 -1.35 1.89


The following is a DFT calculation (ωB97M-V/def2-TZVPD) of C6H7F3N2O2 in the gas phase at a distorted geometry.

Output
SMILES = C/C(CC(=O)C(F)(F)F)=N/N=C/O
DFT total energy = -21560.3180 eV
HOMO-LUMO gap = 9.213 eV
net charge = 0
E_HOMO = -8.6461 eV

Atoms and positions in Å:
C1 0.4978 0.1001 0.5983
C2 -1.4917 -2.3974 -0.5430
C3 -0.4490 1.3868 0.4465
C4 -1.9306 0.8891 0.7104
C5 1.8804 0.5647 0.7554
C6 -2.9585 0.9626 -0.5283
N1 0.2206 -1.1316 0.3943
N2 -0.8939 -1.7328 0.3386
O1 -2.3567 -3.3776 -0.2690
O2 -2.2383 0.2978 1.6987
F1 -2.3178 0.4051 -1.5547
F2 -4.0503 0.2268 -0.3663
F3 -3.3372 2.1801 -0.8624
H1 -1.4200 -2.4579 -1.6076
H2 -0.1068 1.8376 1.4281
H3 -0.2249 2.0642 -0.3039
H4 2.2570 0.8557 1.8000
H5 2.0248 1.4151 0.1520
H6 2.5246 -0.1939 0.4055
H7 -2.4439 -3.3633 0.7226

Cartesian forces (eV/Å) of the 3 atoms listed first:
-1.92 0.72 -1.67
0.82 -0.17 -0.58
-1.14 -3.20 4.67


The following is a DFT calculation (ωB97M-V/def2-TZVPD) of a gas-phase ion, C6H7F3N2O3P (charge +1) at a distorted geometry.

Output
SMILES = OP(O)c1[nH+]nccc1COC(F)(F)F
DFT total energy = -32892.3450 eV
HOMO-LUMO gap = 7.451 eV
net charge = +1
E_HOMO = -13.0534 eV

Atoms and positions in Å:
O1 2.1876 -2.5404 0.7077
P1 0.7085 -1.8984 1.0004
O2 0.4051 -1.9658 2.5963
C1 0.8102 -0.0705 0.4557
N1 1.4972 0.8588 1.1126
N2 1.6570 2.1165 0.8173
C2 1.0615 2.4984 -0.2763
C3 0.2731 1.6685 -1.0757
C4 0.1350 0.3527 -0.7002
C5 -0.7342 -0.5888 -1.5300
O3 -2.0926 -0.1441 -1.5560
C6 -2.7077 -0.0907 -0.3475
F1 -2.5937 1.1182 0.2298
F2 -2.2586 -1.0038 0.5255
F3 -4.0025 -0.3149 -0.5353
H1 2.5329 -2.2565 -0.1501
H2 1.2055 -1.7150 3.0946
H3 1.9617 0.5527 1.9635
H4 1.1800 3.5282 -0.5953
H5 -0.2018 2.0451 -1.9737
H6 -0.3903 -0.5295 -2.5649
H7 -0.6339 -1.6208 -1.1983

Cartesian forces (eV/Å) of the 3 atoms listed first:
0.09 1.24 0.96
-2.67 -2.14 -1.34
2.08 0.98 -0.75


The following is a DFT calculation (ωB97M-V/def2-TZVPD) of a gas-phase ion, C6H7INO4 (charge -1) at a distorted geometry.

Output
DFT total energy = -24111.7837 eV
HOMO-LUMO gap (alpha / beta) = 6.954 / 6.937 eV
net charge = -1
E_HOMO (alpha / beta) = -4.8819 / -4.8739 eV

Atoms and positions in Å:
C1 -2.3326 -1.2276 1.8220
C2 0.4980 0.0240 0.6573
C3 0.5982 -0.3322 -0.8566
C4 -0.8599 0.7787 0.7944
C5 -0.4996 -1.2349 -1.2958
C6 -1.9114 -0.2503 0.5543
N1 -0.4475 -2.5488 -0.9657
O1 -3.4902 -1.0376 2.1434
O2 -1.3475 -3.4147 -1.2963
O3 -1.4470 -1.8468 2.3824
O4 0.5301 -2.9763 -0.2856
I1 -3.6099 0.3628 -0.4770
H1 0.5216 -0.9733 1.3496
H2 1.4007 0.4766 1.0740
H3 0.4655 0.4943 -1.5365
H4 1.6617 -0.8354 -0.8396
H5 -1.0744 1.0910 1.7461
H6 -1.0120 1.6901 0.0036
H7 -1.1436 -1.0254 -2.0306

Cartesian forces (eV/Å) of the 3 atoms listed first:
0.78 0.55 -0.11
-0.51 -1.67 1.12
1.91 -1.90 1.00


The following is a DFT calculation (ωB97M-V/def2-TZVPD) of a molecular structure, C6H7KLiO5 at a distorted geometry.

Output
DFT total energy = -33101.4625 eV
HOMO-LUMO gap (alpha / beta) = 5.057 / 5.067 eV
net charge = 0
E_HOMO (alpha / beta) = -6.3866 / -6.3961 eV
⟨S²⟩ = 0.76
multiplicity = 2

Atoms and positions in Å:
O1 3.1068 0.3330 1.6417
C1 2.2473 0.7198 0.8334
O2 1.4172 1.6397 1.0845
O3 2.1430 0.0312 -0.3202
C2 1.2429 0.4580 -1.2775
C3 0.4938 -0.4513 -1.9419
H1 1.1976 1.5412 -1.4012
H2 0.8619 -1.4736 -2.0548
H3 -0.2060 -0.0913 -2.6976
K1 3.1266 2.2589 3.7259
C4 -0.6380 -1.8710 0.0836
C5 -1.9306 -1.1380 0.0486
O4 -1.7146 0.2218 0.3703
C6 -2.8438 1.0602 0.5830
O5 -2.4290 2.2304 0.5886
H4 0.0760 -1.5876 0.8615
H5 -0.6109 -2.8749 -0.3440
H6 -2.6574 -1.5515 0.7745
H7 -2.3900 -1.2177 -0.9522
Li1 -0.4927 1.7628 0.3940

Cartesian forces (eV/Å) of the 3 atoms listed first:
0.41 0.18 -0.17
-0.24 0.20 1.86
-0.61 0.59 -0.53


The following is a DFT calculation (ωB97M-V/def2-TZVPD) of a molecular structure, C6H7KO6 at a distorted geometry.

Output
DFT total energy = -34938.0160 eV
HOMO-LUMO gap (alpha / beta) = 5.832 / 5.831 eV
net charge = 0
E_HOMO (alpha / beta) = -6.4931 / -6.4927 eV

Atoms and positions in Å:
O1 -1.9842 2.1492 1.7556
O2 -2.3967 2.5797 -0.2911
O3 -0.0452 0.9804 0.4648
C1 -2.5451 3.4157 1.7157
C2 -3.0228 3.5439 0.4777
C3 -1.6892 1.7893 0.4984
H1 -2.1878 4.1467 2.4312
H2 -3.8794 4.0731 0.0790
O4 1.4058 -3.8775 -1.9053
C4 0.9356 -2.8891 -1.0143
C5 2.1300 -2.0620 -0.5657
O5 1.7273 -1.0726 0.3632
C6 1.6339 0.3101 -0.0189
O6 2.3018 0.6307 -0.9865
H3 0.7940 -3.9720 -2.6393
H4 0.4462 -3.3347 -0.1321
H5 0.1985 -2.2300 -1.5020
H6 2.6165 -1.6016 -1.4368
H7 2.8724 -2.7020 -0.0707
K1 0.6885 0.1227 2.7770

Cartesian forces (eV/Å) of the 3 atoms listed first:
2.23 1.01 0.14
-0.64 -0.09 -0.44
2.19 -0.69 -0.47


The following is a DFT calculation (ωB97M-V/def2-TZVPD) of a molecular structure, C6H7LiO6V at a distorted geometry.

Output
DFT total energy = -44494.5055 eV
HOMO-LUMO gap (alpha / beta) = 6.037 / 6.283 eV
net charge = +2
E_HOMO (alpha / beta) = -15.8561 / -15.8561 eV
⟨S²⟩ = 3.76
multiplicity = 4

Atoms and positions in Å:
O1 -4.1792 1.2747 0.5355
C1 -3.1195 0.6466 0.3465
O2 -3.1460 -0.6314 0.2973
O3 -1.9816 1.3180 0.2360
C2 -0.8373 0.7513 0.7495
C3 -0.5888 0.6551 2.0694
V1 -5.0050 -0.4666 0.5517
H1 0.2511 0.1307 2.5273
H2 -1.4306 0.8407 2.7410
Li1 -1.6323 -1.7707 0.3979
C4 0.6234 1.0158 0.1406
C5 1.2361 -0.3118 -0.2658
O4 2.4414 -0.0287 -0.9742
C6 2.9457 -1.0061 -1.7109
O5 2.7057 -2.1824 -1.5860
O6 3.7148 -0.4700 -2.6485
H3 1.3416 1.5998 0.7323
H4 0.4299 1.6379 -0.7466
H5 0.5665 -0.9049 -0.9030
H6 1.4592 -0.9313 0.6131
H7 4.2050 -1.1665 -3.1030

Cartesian forces (eV/Å) of the 3 atoms listed first:
-0.58 -0.04 -0.38
3.37 2.91 0.28
1.12 -1.50 -0.25


The following is a DFT calculation (ωB97M-V/def2-TZVPD) of a molecular structure, C6H7LiO6Y at a distorted geometry.

Output
DFT total energy = -19834.4664 eV
HOMO-LUMO gap = 5.350 eV
net charge = +3
E_HOMO = -19.4056 eV

Atoms and positions in Å:
Y1 0.7077 -1.7910 -2.9845
O1 0.6750 -0.1609 -1.4170
O2 -1.5238 0.1313 -0.5338
C1 -2.5464 -0.4830 -1.3222
C2 -2.1822 -1.9564 -1.2407
O3 -0.7407 -1.9013 -1.1782
C3 -0.3698 -0.5892 -0.6580
H1 -3.5157 -0.2477 -0.8737
H2 -2.5059 -0.1047 -2.3538
H3 -2.4741 -2.5364 -2.1204
H4 -2.5551 -2.4321 -0.3254
Li1 3.2435 4.3720 2.2925
O4 3.6404 2.7170 1.1397
O5 2.2532 0.9496 1.1958
C4 1.0263 0.5374 1.3041
C5 0.5578 -0.5923 0.5113
O6 1.9736 2.7589 2.6065
C6 2.6059 2.3063 1.6555
H5 0.6452 0.7279 2.3199
H6 1.3509 -1.3548 0.4791
H7 -0.2657 -0.3504 1.5037

Cartesian forces (eV/Å) of the 3 atoms listed first:
-0.46 2.47 2.95
0.16 -1.53 -7.34
1.13 -0.52 -0.11


The following is a DFT calculation (ωB97M-V/def2-TZVPD) of a molecular structure, C6H7N at a distorted geometry.

Output
DFT total energy = -7820.7277 eV
HOMO-LUMO gap = 9.422 eV
net charge = 0
E_HOMO = -8.9164 eV

Atoms and positions in Å:
N1 -1.2187 2.8143 -1.5773
C1 -0.8335 2.0353 -0.8129
C2 -0.3333 1.0353 0.1241
C3 0.9653 0.2793 -0.2751
C4 0.6941 -2.0505 1.0706
C5 0.2854 -0.9859 0.2611
C6 -1.0934 -0.3208 0.1966
H1 -0.2373 1.4812 1.1178
H2 1.1086 0.2643 -1.3588
H3 1.8939 0.5783 0.2168
H4 1.8006 -2.0738 1.0071
H5 0.3524 -2.0510 -0.3091
H6 -1.6488 -0.5186 -0.7241
H7 -1.7354 -0.4874 1.0632

Cartesian forces (eV/Å) of the 3 atoms listed first:
0.37 -0.77 0.75
-0.31 0.69 -0.66
-0.05 0.17 0.02


The following is a DFT calculation (ωB97M-V/def2-TZVPD) of C6H7N in the gas phase at a distorted geometry.

Output
SMILES = Nc1ccccc1
DFT total energy = -7824.6600 eV
HOMO-LUMO gap = 9.414 eV
net charge = 0
E_HOMO = -8.2385 eV

Atoms and positions in Å:
N1 -2.1225 -0.0805 -0.6602
C1 -0.7695 -0.1593 -0.3035
C2 -0.5730 -0.1536 1.0912
C3 0.7016 -0.2885 1.5135
C4 1.6595 -0.0271 0.5288
C5 1.4995 0.2017 -0.7820
C6 0.2095 0.0561 -1.2894
H1 -2.5092 0.7200 -1.1493
H2 -2.7320 -0.7729 -0.3683
H3 -1.4433 -0.0388 1.7870
H4 1.0060 -0.3086 2.5562
H5 2.6867 0.0586 0.9093
H6 2.3315 0.5726 -1.4602
H7 0.0552 0.2203 -2.3731

Cartesian forces (eV/Å) of the 3 atoms listed first:
0.21 1.28 -1.46
-1.63 1.51 -0.80
-1.12 -0.80 -0.08


Which of these has the lowest net charge?
C6H7INO4